The molecule C17H22F3N3O5S. Source: OMol25; level of theory: the ωB97M-V functional and the def2-TZVPD basis.

The HOMO energy is -8.3 eV. Its relative energy (zero: lowest compared OMol25 entry of this formula, charge and spin) is 0.0000 eV. For the energy, the calculation gives -1899.35974 hartree. For the LUMO energy, the calculation gives 0.5034 eV. As for the net charge: 0.

Last column: Löwdin charge in e.
Element x y z (Å)
C: 2.116 3.184 0.834  -0.191
C: 3.559 3.614 0.629  -0.053
H: -5.730 2.326 0.176  0.109
O: 2.797 0.691 1.645  0.163
F: 3.746 -0.072 -1.509  0.168
C: -2.560 1.454 -0.705  -0.463
C: 1.736 -0.351 -0.269  -0.259
C: -1.078 -1.369 4.267  -0.054
C: -5.145 0.405 -0.632  -0.187
H: -4.619 1.405 1.196  0.118
C: -0.412 0.333 -1.210  -0.480
C: -2.677 0.102 -0.744  -0.201
C: 2.163 0.849 0.644  -0.462
C: -4.855 1.674 0.165  -0.194
H: -3.974 -1.026 0.491  0.120
H: -5.290 0.668 -1.683  0.119
H: 1.914 2.987 1.890  0.133
H: -0.247 -3.479 -2.074  0.118
O: -0.008 0.325 1.704  0.124
H: 3.766 3.755 -0.429  0.080
H: -4.102 -1.406 -1.213  0.118
H: 3.735 4.549 1.153  0.079
H: -0.361 -0.554 4.308  0.078
C: -1.443 -0.558 -1.042  -0.125
H: -6.063 -0.063 -0.274  0.110
N: 0.940 0.037 -1.445  0.063
F: 3.822 -1.474 0.120  0.185
H: -2.087 -0.574 2.529  0.120
C: -1.356 -2.032 -1.171  -0.496
H: 4.234 2.858 1.024  0.078
H: -1.895 -1.157 4.952  0.078
C: -3.986 -0.582 -0.508  -0.137
H: 0.320 -1.869 -2.380  0.086
N: 1.074 -1.306 0.557  0.200
C: 3.032 -0.974 -0.821  -0.566
S: -0.936 1.977 -1.002  1.147
H: 0.985 -2.260 0.234  0.157
O: -2.163 -2.791 -0.671  0.067
C: -1.621 -1.509 2.854  -0.202
C: -3.669 2.417 -0.450  -0.200
H: -3.329 3.217 0.212  0.111
F: 2.765 -1.976 -1.674  0.148
O: -0.583 -1.849 1.928  0.033
C: 0.122 -0.844 1.436  -0.553
N: -0.299 -2.491 -1.889  0.175
H: -2.335 -2.331 2.775  0.129
O: 1.817 1.993 0.091  -0.046
H: 1.398 0.814 -1.914  0.133
H: -0.586 -2.288 4.574  0.080
H: 1.415 3.927 0.449  0.121
H: -3.971 2.883 -1.395  0.119


C14H23I2O4P2V as an isolated structure in a non-equilibrium geometry. Source: OMol25; level of theory: the ωB97M-V functional and the def2-TZVPD basis.

The HOMO energy (alpha / beta) is -13.9 / -14.1 eV. Its spin multiplicity is 3. For the energy, the calculation gives -3069.68426 hartree. For the LUMO energy (alpha / beta), the calculation gives -10.2808 / -9.1866 eV. As for the net charge: +2.

Last column: Löwdin charge in e.
Element x y z (Å)
I: -1.778 5.260 0.079  0.231
H: -1.773 -0.260 -3.309  0.074
H: 3.044 1.393 -0.643  0.058
H: -3.263 0.071 0.568  0.055
H: 1.046 4.647 1.043  -0.006
C: 1.249 -5.145 -0.531  -0.047
O: 0.803 -0.739 1.623  -0.138
O: 0.947 -1.009 -2.044  0.224
C: 0.786 -1.894 2.187  -0.562
C: 0.427 -0.381 -1.191  -0.131
C: 2.892 1.398 0.444  -0.230
C: -2.750 2.400 -2.418  -0.286
H: -2.056 2.561 -3.251  0.039
P: -2.128 1.084 -1.341  0.768
H: -4.418 0.779 -0.605  0.082
H: -3.438 -0.417 -2.664  0.077
O: -1.170 -2.670 0.776  0.032
H: -1.941 -3.184 0.469  0.137
H: 3.335 -5.265 0.063  0.121
H: 2.849 0.360 0.800  0.049
P: 1.303 2.263 0.728  0.797
H: -3.742 2.119 -2.807  0.086
H: 2.005 4.264 -0.399  -0.027
C: -2.377 -0.372 -2.401  -0.234
I: -0.236 4.911 -2.012  0.288
C: -3.456 0.924 -0.096  -0.227
H: -2.843 3.326 -1.836  -0.054
C: 2.287 -3.714 1.140  0.010
H: 1.079 1.027 2.839  0.041
C: 1.844 4.000 0.656  -0.304
H: -2.072 -1.289 -1.882  0.046
C: 1.072 -3.055 1.276  -0.103
C: 1.134 2.085 2.540  -0.233
C: 0.021 -4.509 -0.342  0.002
H: 1.342 -5.961 -1.251  0.123
H: -3.496 1.856 0.479  0.056
H: 3.131 -3.359 1.739  0.136
V: -0.348 0.449 0.268  0.771
H: 0.205 2.600 2.822  0.061
H: 1.989 2.551 3.039  0.081
C: -0.054 -3.448 0.575  -0.276
H: 2.769 4.164 1.235  0.086
H: 3.730 1.916 0.935  0.080
C: 2.375 -4.759 0.210  -0.045
O: 0.546 -2.145 3.362  0.170
H: -0.869 -4.830 -0.873  0.120